# C60H156Cl3N10O15

13 unconnected molecules or ions with the total composition C60H156Cl3N10O15 (wB97M-V/def2-TZVPD, the OMol25 dataset).

Last column: Mulliken charge in e.
Geometry (Å):
C: 9.902 18.752 15.134  -1.237
C: 9.627 20.224 15.231  0.678
O: 9.932 21.107 14.533  -0.417
N: 8.887 20.513 16.486  -0.151
H: 7.958 20.919 16.237  0.382
H: 8.628 19.624 17.038  0.426
C: 9.678 21.506 17.370  -0.995
H: 10.301 18.341 16.056  0.382
H: 10.538 18.547 14.278  0.333
H: 8.955 18.189 15.014  0.409
H: 10.684 21.130 17.589  0.297
H: 9.240 21.618 18.326  0.434
H: 9.793 22.400 16.778  0.417
C: 11.754 22.848 7.233  -1.030
C: 12.259 23.335 8.552  0.656
O: 11.896 24.345 9.184  -0.441
N: 13.357 22.519 9.398  -0.128
H: 13.640 23.153 10.155  0.318
H: 12.937 21.676 9.788  0.373
C: 14.565 22.198 8.600  -0.884
H: 12.564 22.998 6.466  0.337
H: 10.870 23.358 6.892  0.342
H: 11.665 21.763 7.261  0.361
H: 14.895 23.090 8.093  0.382
H: 14.281 21.420 7.914  0.375
H: 15.327 21.781 9.243  0.325
C: 15.576 22.978 14.717  -1.944
C: 15.348 22.543 16.155  0.663
N: 16.304 21.611 16.733  1.162
C: 16.107 20.331 16.029  -1.106
C: 17.791 22.015 16.512  0.238
C: 18.827 20.928 16.630  -2.192
C: 15.898 21.486 18.160  -0.375
C: 16.494 20.460 19.049  -1.650
O: 17.707 20.960 19.604  1.055
C: 18.192 20.051 20.504  -0.689
H: 16.420 23.630 14.505  0.134
H: 14.734 23.557 14.332  0.523
H: 15.571 22.183 13.962  0.373
H: 14.351 22.167 16.335  0.778
H: 15.496 23.476 16.708  -0.611
H: 15.198 19.880 16.391  0.324
H: 16.991 19.705 16.069  0.330
H: 16.002 20.572 14.957  0.415
H: 18.012 22.825 17.199  -0.640
H: 17.772 22.240 15.480  1.404
H: 19.796 21.382 16.398  0.228
H: 18.775 20.283 15.742  1.157
H: 18.851 20.391 17.563  -0.182
H: 14.825 21.323 18.087  0.083
H: 15.991 22.433 18.635  0.037
H: 16.663 19.452 18.623  0.481
H: 15.791 20.326 19.892  0.649
H: 17.660 19.958 21.420  -0.426
H: 19.263 20.231 20.644  0.210
H: 18.238 19.047 20.043  0.356
C: 13.196 25.742 20.977  -0.524
C: 13.566 25.497 22.418  -0.930
N: 13.738 23.995 22.814  0.571
C: 14.273 24.021 24.202  -1.148
C: 12.467 23.170 22.674  0.048
C: 11.379 23.699 23.579  -1.290
C: 14.710 23.350 21.878  -0.218
C: 15.411 22.074 22.330  0.314
O: 14.623 20.923 22.553  -0.455
C: 15.275 19.966 23.322  -0.486
H: 12.318 25.216 20.681  0.230
H: 14.073 25.511 20.386  0.024
H: 12.983 26.809 20.939  0.584
H: 12.788 25.826 23.115  0.556
H: 14.449 26.053 22.707  0.390
H: 15.288 24.385 24.167  0.327
H: 14.304 23.014 24.589  0.339
H: 13.690 24.729 24.769  0.548
H: 12.674 22.194 23.059  0.380
H: 12.137 23.238 21.641  0.000
H: 11.723 23.844 24.604  0.315
H: 10.522 23.018 23.501  0.420
H: 11.014 24.641 23.196  0.376
H: 15.580 24.021 21.740  0.133
H: 14.215 23.261 20.921  -0.269
H: 16.022 22.333 23.173  0.777
H: 16.030 21.881 21.458  -0.824
H: 16.132 19.556 22.724  0.038
H: 14.521 19.175 23.590  0.287
H: 15.717 20.319 24.270  0.328
C: 15.573 15.119 21.786  -1.241
C: 15.328 14.264 23.001  -0.322
N: 14.171 13.349 22.948  0.116
C: 14.131 12.590 24.261  -1.003
C: 12.916 14.150 22.788  -0.476
C: 11.579 13.439 22.919  -1.321
C: 14.230 12.379 21.862  -0.764
C: 15.495 11.558 21.725  -0.915
O: 16.283 12.093 20.645  -0.279
C: 17.353 11.224 20.270  -0.746
H: 16.516 15.684 21.903  0.386
H: 14.803 15.927 21.661  0.280
H: 15.681 14.562 20.856  0.303
H: 15.220 14.960 23.800  0.556
H: 16.223 13.670 23.078  0.358
H: 13.472 11.737 24.256  0.369
H: 13.777 13.299 25.010  0.422
H: 15.157 12.318 24.397  0.496
H: 12.852 14.631 21.826  0.346
H: 12.909 14.971 23.492  0.463
H: 11.370 13.070 23.909  0.365
H: 11.472 12.548 22.280  0.348
H: 10.818 14.165 22.761  0.431
H: 14.226 12.844 20.873  0.475
H: 13.374 11.744 21.966  0.578
H: 15.292 10.533 21.554  0.592
H: 16.144 11.630 22.586  0.328
H: 16.929 10.343 19.751  0.314
H: 17.956 10.929 21.160  0.324
H: 18.001 11.803 19.591  0.216
C: 22.402 17.203 17.815  -0.507
O: 23.804 17.338 18.159  -0.397
C: 24.553 16.192 17.686  -0.604
C: 24.534 15.168 18.791  -0.612
N: 24.871 15.818 20.039  -0.068
H: 25.840 16.208 19.974  0.428
H: 24.288 16.694 20.034  0.458
C: 24.526 15.128 21.295  -0.696
C: 23.035 15.336 21.572  -0.468
O: 22.730 16.683 21.202  -0.354
C: 22.021 17.455 22.153  -0.770
H: 22.164 17.585 16.775  0.254
H: 21.717 17.698 18.503  0.108
H: 22.118 16.133 17.753  0.312
H: 25.555 16.563 17.541  0.379
H: 24.189 15.768 16.754  0.397
H: 25.239 14.345 18.592  0.464
H: 23.568 14.685 18.826  0.280
H: 25.119 15.465 22.153  0.387
H: 24.675 14.036 21.090  0.363
H: 22.836 15.263 22.632  0.479
H: 22.538 14.542 21.010  0.297
H: 22.577 17.445 23.094  0.432
H: 21.011 17.060 22.315  0.308
H: 22.016 18.485 21.801  0.133
C: 23.239 21.702 19.305  -0.787
O: 21.878 22.073 19.419  -0.190
C: 21.545 23.203 18.671  -1.163
C: 20.171 23.649 19.077  0.834
N: 20.114 23.862 20.623  -0.193
H: 20.655 23.139 21.050  0.669
H: 20.557 24.733 20.860  0.507
C: 18.705 23.857 21.224  0.476
C: 18.871 23.757 22.769  -0.097
O: 19.693 22.669 23.073  -0.342
C: 19.544 22.169 24.375  -0.744
H: 23.412 20.970 20.081  0.197
H: 23.894 22.551 19.386  0.361
H: 23.449 21.245 18.335  0.312
H: 21.615 22.957 17.605  0.452
H: 22.320 23.952 18.774  0.626
H: 19.474 22.852 18.912  -0.918
H: 19.948 24.647 18.669  0.328
H: 18.143 23.000 20.818  -0.780
H: 18.105 24.743 20.909  0.261
H: 17.884 23.761 23.216  -0.091
H: 19.395 24.736 23.153  0.378
H: 19.718 21.115 24.332  0.235
H: 18.587 22.547 24.811  0.322
H: 20.336 22.532 25.009  0.312
C: 18.954 29.748 15.125  -0.758
O: 18.638 28.416 14.794  -0.374
C: 19.000 27.460 15.821  -0.823
C: 18.414 26.107 15.385  0.946
N: 19.173 25.661 14.175  -0.060
H: 19.131 26.466 13.524  0.514
H: 20.155 25.496 14.409  0.651
C: 18.839 24.459 13.307  -0.296
C: 19.893 24.171 12.236  -0.847
O: 21.195 23.992 12.840  -0.303
C: 22.222 24.106 11.840  -0.839
H: 18.673 30.317 14.246  0.286
H: 20.034 29.865 15.339  0.331
H: 18.389 30.075 15.992  0.265
H: 18.644 27.585 16.836  0.338
H: 20.093 27.311 15.889  0.568
H: 17.316 26.216 15.226  -0.307
H: 18.594 25.374 16.151  -0.564
H: 17.834 24.624 12.929  0.567
H: 18.853 23.671 14.052  -0.051
H: 19.924 24.911 11.411  0.564
H: 19.587 23.250 11.755  0.382
H: 23.151 23.989 12.355  0.280
H: 22.232 25.101 11.332  0.366
H: 22.156 23.299 11.081  0.305
C: 10.603 28.651 18.158  -0.886
O: 11.494 27.491 18.044  -0.211
C: 11.812 26.985 16.788  -0.812
C: 12.890 25.925 17.000  -0.277
N: 14.234 26.426 17.361  1.430
H: 14.105 27.154 18.094  0.566
H: 14.915 25.727 17.709  -1.213
C: 14.908 27.380 16.367  -0.506
C: 15.687 28.457 17.217  -0.214
O: 14.816 28.800 18.187  -0.396
C: 14.923 30.100 18.777  -0.886
H: 10.368 28.746 19.219  0.271
H: 9.672 28.469 17.668  0.354
H: 11.057 29.559 17.801  0.324
H: 12.072 27.791 16.068  0.398
H: 10.961 26.440 16.355  0.535
H: 12.971 25.239 16.143  0.349
H: 12.562 25.372 17.885  -0.021
H: 14.008 27.827 15.928  0.392
H: 15.472 26.776 15.668  -0.158
H: 16.043 29.266 16.584  0.541
H: 16.554 27.946 17.648  0.013
H: 15.891 30.208 19.249  0.331
H: 14.132 30.110 19.528  0.296
H: 14.866 30.906 18.022  0.313
C: 26.711 15.613 9.614  -0.746
O: 25.757 16.746 9.551  -0.331
C: 24.704 16.430 10.374  -0.473
C: 23.586 17.373 9.966  -0.597
N: 22.462 17.276 11.049  -0.190
H: 22.105 16.335 10.917  0.398
H: 22.793 17.479 11.981  0.400
C: 21.251 18.200 10.878  -0.713
C: 20.321 18.357 12.102  -0.175
O: 21.031 18.887 13.161  -0.339
C: 20.806 20.220 13.436  -0.337
H: 27.378 15.920 8.807  0.268
H: 26.173 14.690 9.409  0.363
H: 27.177 15.550 10.574  0.321
H: 24.972 16.623 11.418  0.295
H: 24.460 15.389 10.359  0.430
H: 23.088 17.201 8.996  0.343
H: 23.979 18.378 9.998  0.347
H: 20.741 17.752 10.031  0.387
H: 21.770 19.093 10.503  0.360
H: 20.042 17.344 12.460  0.292
H: 19.439 18.995 11.908  0.178
H: 21.206 20.402 14.448  0.133
H: 19.792 20.516 13.210  -0.032
H: 21.434 20.914 12.852  0.339
Cl: 16.742 25.186 18.206  -0.697
Cl: 12.700 22.613 18.855  -0.667
Cl: 17.561 21.172 11.898  -0.769

Atoms 1-2, force components in eV/Å:
C -0.59 -0.21 -0.61
C 0.32 -2.45 0.49

Summary:
Largest force on an atom ... 5.8 eV/A
Orbital gap ... 8.073 eV
DFT total energy ... -147852.812 eV
Lowest unoccupied orbital energy ... -10.73 eV
Charge ... +7
E_HOMO ... -18.80 eV